Molecular formula: C41H38CoF3O2S5
Method: DFT, ωB97M-V/def2-TZVPD

The geometry in XYZ format:
```
90
Properties=species:S:1:pos:R:3:forces:R:3:lowdin_charge:R:1
Co -2.212 0.900 -1.540 0.27 0.17 0.16 -0.1793
C -4.888 1.566 2.340 0.02 -0.02 0.05 -0.1007
C -4.917 0.246 2.447 0.01 0.03 -0.01 -0.0801
S -3.137 -0.894 -0.427 -0.19 0.01 -0.12 0.6933
C -3.259 -1.979 -1.873 -0.07 0.02 -0.05 -0.5918
C -4.096 -1.314 -2.948 0.01 0.09 0.08 -0.4374
S -3.377 0.314 -3.351 0.11 0.05 -0.01 1.0258
C -4.825 1.393 -3.227 0.01 0.03 0.11 -0.4369
C -5.247 1.556 -1.777 0.11 0.04 -0.14 -0.5121
S -3.858 2.069 -0.738 -0.22 -0.34 0.01 0.9221
H -5.742 2.128 1.979 0.00 -0.01 0.03 0.0506
H -4.011 2.140 2.617 -0.01 0.00 -0.03 0.0434
H -4.061 -0.310 2.812 -0.02 0.02 0.00 0.0331
H -5.792 -0.330 2.172 0.00 0.01 0.01 0.0535
H -2.268 -2.226 -2.253 0.02 0.03 0.02 0.0471
H -3.745 -2.907 -1.567 -0.01 0.01 0.03 0.0803
H -4.134 -1.877 -3.881 0.02 -0.03 0.00 0.0903
H -5.110 -1.149 -2.587 -0.01 -0.01 -0.03 0.0820
H -4.516 2.343 -3.660 0.00 -0.02 0.00 0.0831
H -5.616 0.973 -3.848 -0.01 -0.03 0.01 0.1005
H -6.038 2.299 -1.680 0.01 0.02 0.03 0.0896
H -5.598 0.616 -1.348 -0.04 0.03 0.02 0.0642
C 3.822 -3.383 -5.820 0.00 -0.01 0.00 -0.0391
C 3.028 -2.557 -4.848 -0.04 -0.02 -0.01 -0.2535
C 1.642 -2.689 -4.774 0.06 -0.01 -0.02 -0.0183
C 0.893 -1.914 -3.905 -0.04 0.03 0.01 -0.0564
C 1.548 -0.999 -3.099 0.02 -0.01 0.00 -0.3700
C 2.924 -0.833 -3.157 0.02 0.00 0.01 -0.0562
C 3.656 -1.622 -4.028 0.00 0.03 0.02 -0.0196
S 0.670 0.016 -1.944 -0.01 0.01 -0.01 1.1400
O -0.805 -0.275 -2.252 -0.07 0.00 0.00 -0.5943
C 0.958 -0.883 -0.439 0.10 0.05 0.01 -0.2908
C 0.657 -2.264 -0.382 -0.05 -0.05 0.00 -0.0388
C 0.877 -2.940 0.774 -0.04 0.01 0.00 0.0065
C 1.383 -2.273 1.924 0.08 0.01 -0.01 -0.1572
C 1.586 -2.964 3.139 0.00 0.00 0.00 -0.0234
C 2.020 -2.300 4.252 0.01 -0.01 -0.01 -0.0575
C 2.267 -0.914 4.201 0.02 -0.01 -0.02 -0.0535
C 2.088 -0.220 3.037 0.06 -0.01 -0.01 -0.0009
C 1.656 -0.886 1.865 0.07 -0.04 -0.01 -0.1204
C 1.441 -0.186 0.636 -0.09 -0.02 -0.01 -0.1545
C 1.727 1.273 0.549 0.00 0.08 -0.01 -0.1619
C 3.082 1.708 0.452 0.00 0.02 -0.03 -0.1035
C 4.162 0.789 0.369 -0.02 0.01 0.03 -0.0197
C 5.448 1.237 0.271 -0.01 -0.03 0.00 -0.0580
C 5.726 2.621 0.246 0.00 0.02 0.00 -0.0598
C 4.708 3.526 0.313 0.01 0.00 -0.02 -0.0187
C 3.362 3.095 0.410 0.03 -0.05 0.01 -0.1424
C 2.295 4.022 0.454 -0.04 0.02 0.01 0.0089
C 1.002 3.598 0.517 -0.04 0.04 -0.03 -0.0495
C 0.730 2.217 0.562 0.04 -0.07 -0.03 -0.2755
S -1.028 1.796 0.617 -0.10 -0.06 -0.30 0.9535
O -1.751 3.071 0.803 0.09 0.01 0.15 -0.4984
C -1.066 0.917 2.167 -0.17 -0.08 -0.09 -0.3486
C -1.276 -0.447 2.229 0.04 0.02 0.04 -0.1193
C -1.276 -1.069 3.470 -0.07 0.05 0.05 -0.0316
C -1.075 -0.343 4.637 -0.04 0.00 -0.01 -0.2585
C -1.053 -1.017 5.978 -0.01 0.00 0.00 -0.0345
C -0.887 1.040 4.543 -0.05 -0.01 -0.01 -0.0172
C -0.884 1.677 3.319 0.02 0.05 0.03 -0.0483
H 3.396 -4.380 -5.931 0.00 0.00 0.00 0.0833
H 4.858 -3.485 -5.501 0.00 0.00 0.00 0.0814
H 3.823 -2.914 -6.806 0.00 0.00 0.01 0.0927
H 1.143 -3.409 -5.411 0.00 0.01 0.00 0.1216
H -0.184 -2.005 -3.860 0.01 0.01 0.01 0.1081
H 3.418 -0.098 -2.529 0.00 -0.01 -0.01 0.1127
H 4.731 -1.503 -4.078 -0.01 0.00 0.00 0.1213
H 0.257 -2.762 -1.256 0.03 0.00 0.00 0.1175
H 0.656 -3.998 0.841 0.02 0.00 -0.01 0.1254
H 1.379 -4.027 3.176 0.01 0.00 0.00 0.1201
H 2.173 -2.837 5.179 0.00 0.00 0.00 0.1133
H 2.600 -0.396 5.091 -0.01 0.00 0.00 0.1155
H 2.269 0.846 3.005 0.02 -0.01 -0.01 0.1292
H 3.960 -0.274 0.389 0.00 -0.01 0.01 0.1194
H 6.263 0.528 0.214 -0.01 0.00 -0.01 0.1101
H 6.751 2.960 0.170 -0.01 0.00 0.00 0.1106
H 4.912 4.589 0.286 0.00 -0.01 0.00 0.1193
H 2.519 5.081 0.417 -0.01 -0.01 0.01 0.1253
H 0.172 4.291 0.524 0.02 0.00 0.00 0.1157
H -1.432 -1.020 1.323 0.07 0.02 0.10 0.0289
H -1.429 -2.141 3.527 0.00 0.02 0.00 0.1261
H -1.211 -2.091 5.886 0.00 0.00 0.00 0.0808
H -1.828 -0.612 6.630 0.00 0.00 0.00 0.0896
H -0.094 -0.855 6.474 0.01 0.00 0.00 0.0825
H -0.744 1.621 5.447 0.00 0.00 0.00 0.1251
H -0.751 2.750 3.249 0.00 0.00 0.00 0.1251
F -0.540 3.110 -1.917 -0.08 -0.02 -0.11 0.0558
C -1.512 2.432 -2.584 0.10 -0.10 -0.01 -0.6217
F -0.937 2.040 -3.752 -0.01 0.05 0.13 0.0461
F -2.430 3.373 -2.948 0.04 -0.04 0.01 0.0389
```
Positions in Å, forces in eV/Å.

Computed properties:
- frontier orbital gap (spin up / spin down) (eV) = 7.30 / 5.82
- electronic energy (Eh) = -5408.69498
- total charge = +1
- spin multiplicity = 2